A | The following is a quantum chemistry calculation of a cluster of 9 separate species, C36H96B3F12N6O12 in total, from the OMol25 dataset.

Output
- Net charge: +3
- LUMO: -5.54 eV
- Kohn-Sham gap: 5.639 eV
- HOMO level: -11.1801 eV

Cartesian coordinates (Å):
C (-3.9642, -0.1493, 7.5173)
N (-7.8339, -2.7517, -8.3154)
H (-2.5515, 6.1579, -0.9536)
H (-7.0746, -3.2399, -8.7684)
H (8.4248, -6.4720, 3.8453)
O (3.1909, -6.7136, -5.7840)
H (2.3937, 7.9545, -5.5400)
H (-4.5680, 6.8832, -0.8398)
C (3.1459, -4.3025, -5.5838)
H (-2.2686, 6.6981, -3.8566)
F (-2.0000, -0.2787, -1.2157)
H (-0.8164, 0.6450, 12.7837)
C (-4.1387, 6.9616, -1.8386)
O (5.2022, -5.7597, 4.5580)
C (5.3999, 3.6842, 2.1593)
O (-3.7989, 8.3536, -2.1838)
H (1.9371, -8.1062, -5.0544)
H (-0.6017, 5.0687, -3.4123)
O (6.6819, 8.0263, 5.2278)
H (2.9878, 4.7589, 5.6731)
O (-4.0379, 0.8465, 14.1143)
C (6.4887, -6.6006, 6.5997)
H (-8.6087, -6.3501, -11.4290)
C (3.9541, -2.5336, -7.3282)
H (3.7900, -2.5444, -8.4057)
F (-2.4817, -2.5145, -12.0370)
O (-10.6840, -2.4457, -7.2753)
H (-3.9388, 2.3135, 15.5271)
H (-3.1613, 5.0157, -2.2559)
F (-2.3619, -4.4612, -10.9645)
C (4.0232, 4.1261, 3.9893)
H (-10.2064, -3.8833, -9.3617)
C (-4.4420, 9.4248, -1.4442)
B (-2.8138, -1.2304, -1.7511)
H (-11.3653, -0.5324, -6.4920)
C (3.5595, 5.2916, 4.9132)
F (-0.4831, -3.4384, -11.6939)
H (9.0346, -4.2643, 5.7414)
C (0.5113, 6.9301, -3.8095)
C (9.0779, -6.1723, 4.6649)
H (4.0484, -5.1865, 2.9749)
H (2.5980, -3.4565, -5.1690)
H (-12.3527, -1.5117, -7.6922)
H (0.6638, 7.9465, -3.4465)
H (11.1348, -8.3210, 5.3548)
O (5.5758, -2.5361, -5.4716)
H (-5.1437, 2.6412, 14.2550)
C (-9.4765, -3.5349, -10.0925)
H (1.6298, -5.4694, -6.1997)
H (-8.7544, -4.4870, -7.5610)
C (-4.7132, 1.8740, 14.8985)
H (8.2837, -5.7635, 7.2051)
H (-7.6383, -3.5726, -6.4695)
H (3.5044, -6.6648, 3.7342)
H (9.9143, -5.7197, 4.1323)
C (-8.6861, -2.3520, -9.5592)
H (0.0162, 7.0508, -4.7730)
H (9.7285, -9.1698, 5.5072)
H (-8.0534, -1.9512, -10.3511)
N (-2.4925, 0.4045, 11.4238)
N (3.4513, -3.9796, -7.0475)
H (6.0265, 4.1121, 1.3768)
H (7.0116, -7.3621, 6.0209)
C (-8.5055, -3.5183, -7.1276)
N (4.7473, 5.9697, 5.6795)
O (1.7551, 6.3620, -4.1740)
O (-3.3664, -0.5510, 8.7850)
H (3.9282, 7.8710, 5.1891)
F (-4.1598, -1.0413, -1.4792)
C (6.9262, -2.5568, -5.0348)
H (8.1402, 9.3896, 6.0280)
H (4.4647, 3.2939, 4.5376)
C (-9.6184, -2.7148, -6.4112)
F (-2.5907, -1.3135, -3.1256)
H (10.1591, -8.3202, 3.9830)
H (-2.7554, 1.3716, 11.2991)
C (-3.7599, -0.5051, 11.2087)
O (4.9275, 4.6957, 3.0646)
C (2.3815, -5.5803, -5.4181)
H (7.6733, -4.4795, 4.6724)
H (4.1151, -4.6491, -7.4098)
H (-1.8873, 7.6155, -2.6495)
H (3.6330, 7.5366, 6.8838)
C (5.4243, -2.3275, -6.8380)
C (-2.6556, 1.2113, 13.8962)
H (-4.1288, 9.2669, -0.4122)
H (-4.1724, 10.4225, -1.7908)
H (6.0078, 3.0190, 2.7725)
H (3.1424, -8.7426, -6.2608)
H (7.0673, -3.0607, -4.0786)
H (5.0162, 5.3041, 6.3899)
F (-1.6269, -2.5597, -10.0270)
C (-0.4554, 6.0268, -2.9136)
C (3.9467, -5.6894, 3.9366)
C (-1.8730, 0.3790, 12.8133)
C (-4.3317, -0.4304, 9.8150)
H (-10.0422, -3.3330, -5.6198)
F (-4.1974, 3.3080, -7.4456)
H (-12.1354, -1.9683, -6.0117)
H (6.1660, -2.9324, -7.3597)
B (-1.7392, -3.2600, -11.1680)
H (-4.4334, -0.2992, 12.0407)
H (-9.5659, -6.1044, -9.8681)
H (-10.1167, -3.1408, -10.8818)
H (-3.1840, -0.3987, 6.7981)
H (-4.9728, 6.5466, -2.4043)
H (-9.3943, -1.5502, -9.3503)
H (7.2128, -4.6478, 7.1011)
H (-2.1863, 1.0518, 14.8670)
H (3.3090, -4.9610, 4.4376)
C (-9.2678, -5.7120, -10.8403)
H (-1.8898, -0.6484, 13.1771)
H (2.5919, -3.9728, -7.5781)
H (1.7738, -7.8242, -6.8161)
H (-5.5268, 9.3767, -1.5392)
C (7.5776, 9.0940, 5.1424)
H (5.7883, -1.3242, -7.0591)
H (5.5545, 5.9940, 5.0729)
H (4.5038, 3.1974, 1.7745)
F (-2.4188, -2.4786, -1.2147)
C (10.0866, -8.2389, 5.0675)
H (-5.1479, -1.1205, 9.6012)
H (8.3661, 8.7658, 4.4651)
H (6.1531, 7.8639, 7.1392)
B (-5.3268, 4.0545, -7.6438)
C (2.3814, 6.8864, -5.3233)
F (-4.9207, 5.4046, -7.7546)
C (-2.9366, 6.0424, -1.9667)
H (-3.2660, -1.4702, 11.3220)
N (-1.8615, 6.6467, -2.9337)
H (1.8197, -5.7594, -4.5014)
O (9.4817, -7.0768, 5.6198)
H (-5.4993, 1.4354, 15.5132)
H (4.5397, -7.1577, 6.0092)
C (8.3448, -5.0105, 5.3471)
H (-7.4583, -1.9313, -7.8617)
H (7.1920, 9.9957, 4.6667)
H (-9.1493, -1.8030, -6.0413)
O (-8.6094, -4.4730, -10.6769)
H (-4.1649, 0.9186, 7.4321)
H (-1.7077, 0.0710, 10.8826)
H (3.2125, 3.5778, 3.5095)
H (6.4476, -7.0485, 7.5926)
H (7.2353, -1.5404, -4.7908)
H (-4.7080, 0.5876, 9.7135)
C (5.6602, 8.2133, 6.2320)
H (-0.2191, 5.8481, -1.8646)
C (4.3706, 7.4400, 6.0871)
F (-6.2409, 3.8440, -6.6722)
C (-11.6370, -1.5179, -6.8701)
H (7.5261, -3.0964, -5.7677)
C (2.4732, -7.9272, -5.9864)
H (3.2628, -1.7555, -7.0046)
C (5.1212, -6.2431, 5.8930)
H (-10.1564, -5.6387, -11.4673)
F (-6.0266, 3.6973, -8.7828)
H (4.0662, -4.4158, -5.0108)
H (-2.6450, 2.2642, 13.6144)
N (7.5354, -5.4618, 6.5976)
H (3.4250, 6.5756, -5.3722)
H (-4.8102, -0.7752, 7.2331)
H (4.5474, -5.5105, 6.4606)
H (3.0030, 6.0240, 4.3283)
H (2.0239, 6.4741, -6.2669)
H (5.3626, 9.2478, 6.4035)

B | The following is a quantum chemistry calculation of a cluster of 9 separate species, C36H96B3F12N6O12 in total, from the OMol25 dataset.

Output
- Net charge: +3
- LUMO: -6.65 eV
- Kohn-Sham gap: 7.759 eV
- HOMO level: -14.4114 eV

Cartesian coordinates (Å):
F (-1.1458, 1.2187, 0.4941)
H (-6.3851, 4.1603, 2.5623)
H (-4.8982, 3.8197, 0.7203)
H (-2.9494, -1.4259, 4.1345)
C (3.8394, 3.0762, 1.3008)
H (-0.1116, -6.9585, -1.1700)
F (1.9481, 0.1895, 5.8397)
H (-3.9973, 1.3464, 6.9850)
H (-7.4240, 5.1253, 0.2773)
C (-3.0707, 4.8432, -4.7743)
H (-1.3521, -9.2064, -3.3045)
C (-5.2909, -0.1703, -2.1934)
H (0.0301, -1.0757, 4.1183)
C (6.2861, -4.1188, -0.5424)
H (5.7588, -4.7714, -1.2393)
C (7.7855, 4.3450, -3.0407)
H (1.4616, -8.0254, -4.0495)
C (-6.1542, 5.0256, -1.5601)
O (-1.2037, -4.5460, -1.7147)
C (-3.5631, 0.4340, 6.5651)
C (-1.8732, 1.2026, -2.9655)
C (-1.2686, 4.1881, -3.3950)
H (-0.8171, 3.5008, -4.1258)
H (-1.2984, 4.1057, -1.2053)
F (1.8120, -1.0052, 3.8412)
O (7.0676, 5.0651, -2.0434)
H (6.8919, 3.2758, -0.7866)
O (-6.9685, 4.1476, -2.2729)
C (-2.2052, 1.3034, 4.8274)
F (-2.0115, 3.8863, 2.4368)
C (4.2072, 3.2415, -0.1914)
H (8.8508, 4.1731, -2.8666)
H (-0.0538, 1.1993, 4.5154)
O (0.2871, -9.2022, -1.9845)
H (8.1704, -2.9619, 1.4580)
C (-0.2612, -9.1961, -3.2840)
H (4.3242, -3.5594, -0.3135)
C (3.9321, -1.0346, 0.1801)
H (-5.0989, 4.7917, -1.7546)
O (-3.3797, 0.6201, 5.1810)
C (0.3481, -6.3867, -1.9694)
H (-6.2328, 6.0805, -1.8358)
F (-2.0843, 5.2612, 0.6622)
H (0.6812, -10.9125, -0.8080)
H (0.0742, 3.3232, -2.0223)
H (0.0191, -7.9992, -5.0283)
H (-2.8733, -0.7386, -3.1464)
H (9.4348, -3.5508, 0.5194)
C (-2.9335, 0.1666, -2.5396)
H (-2.6894, 0.2515, 7.1993)
H (6.0895, -1.1819, 0.1856)
H (-1.9205, -2.0059, 5.3889)
H (7.3239, -3.3177, -2.3146)
C (-0.1651, -10.3428, -1.1885)
H (-1.6331, 1.8713, -0.9974)
N (-0.9160, -0.7059, 3.9619)
C (-1.9308, -1.7530, 4.3296)
H (0.1486, -10.0234, -3.8774)
H (3.6290, 1.9978, 1.3200)
H (-0.7784, -9.9655, -0.3739)
H (8.2835, -4.3883, -1.4560)
H (4.6735, 4.7568, -1.6273)
H (-2.0310, -2.9255, 2.5188)
H (1.5448, -3.5023, 2.8920)
H (-2.8793, 2.5620, -1.8340)
H (-1.1138, -3.0516, -0.1272)
H (-4.1587, 4.9081, -4.7657)
C (7.1272, 4.3401, -0.8183)
B (-0.6328, -0.0785, 0.5518)
H (3.0743, -1.7121, 0.0890)
H (-2.3926, 1.7926, 3.8686)
H (0.6838, -4.2605, -2.4752)
H (0.4206, -6.0197, -4.0063)
H (9.2940, -1.7865, 0.9459)
F (0.3410, -0.1897, 1.5376)
H (-5.8976, -0.6472, -2.9635)
H (7.4796, 3.2978, -3.1645)
C (0.3757, -8.0645, -3.9988)
O (-2.6663, 4.1921, -3.5850)
C (-6.4154, 4.8996, -0.0731)
H (1.3851, -6.7211, -1.9974)
H (2.0911, -0.6527, -1.6670)
H (5.9311, 4.7005, 1.0084)
H (-8.1639, 4.0009, -3.9771)
H (-0.7210, 0.2530, 5.8670)
H (2.4539, 0.9079, -0.9594)
H (0.6017, 3.9353, 1.1883)
H (2.9865, 0.6082, -2.5381)
H (3.7039, -0.2963, 0.9516)
H (-3.4698, 0.7904, 1.7016)
O (-5.4336, 1.0855, 1.5954)
N (-1.8952, 2.3042, -1.8909)
F (3.3764, -1.5033, 5.4340)
C (2.8707, 0.1055, -1.5773)
F (-0.1129, -0.4176, -0.7035)
C (8.7826, -2.6778, 0.5908)
H (0.5903, -4.4965, -0.7863)
H (-1.0615, -6.4424, -3.5107)
C (-1.6553, -3.0275, 3.5431)
H (-4.3624, -0.6996, 1.3143)
H (-2.8568, 4.2017, -5.6336)
F (1.0916, -1.8781, 5.8034)
H (-5.9370, 0.5038, -1.6249)
H (-0.8811, 0.7782, -2.8165)
C (-5.5051, 2.1975, 2.5075)
H (-2.8203, -0.0433, -1.4713)
N (4.6278, 4.6556, -0.6157)
H (-7.5343, 5.5312, -3.7860)
H (-2.3066, -3.8538, 3.8418)
H (1.0358, 2.3221, 1.5816)
C (-6.4077, 3.2641, 1.9429)
C (7.5358, -3.6112, -1.2853)
H (0.4053, -4.3555, 2.0052)
H (6.4315, -4.4256, 0.4894)
C (-7.2475, 4.4852, -3.6423)
H (-6.4866, 4.2945, -4.4001)
H (-5.7854, 1.8158, 3.4880)
H (-1.1291, -2.5201, -1.7983)
C (-0.8726, 0.5600, 4.8335)
C (-1.5131, -3.2825, -1.1157)
C (0.1626, -4.8693, -1.7224)
C (0.5052, -3.4199, 2.5750)
H (3.5536, 2.8328, -0.9628)
H (3.9543, 5.3035, -0.2113)
C (1.4326, 3.2353, 1.1245)
N (5.1869, -3.0454, -0.4745)
H (-0.7599, 5.1284, -3.6116)
H (6.1384, 6.1086, 0.0308)
B (-2.8320, 4.3313, 1.4062)
N (-0.0745, -6.6744, -3.4056)
H (5.0356, 2.5633, -0.4105)
O (-4.2491, 0.7066, -2.5534)
F (-3.9541, 4.9369, 1.9679)
H (-4.3290, -0.0668, 2.9885)
H (-5.0980, -0.9278, -1.4265)
F (-1.6731, -0.9476, 0.8886)
H (-2.5950, -3.1864, -1.0576)
H (4.7497, 3.3269, 1.8382)
H (5.0666, -2.6721, -1.4178)
C (5.9958, 5.0316, -0.0269)
H (-4.5215, 2.6728, 2.4843)
H (-1.0424, -0.4278, 2.9951)
H (-2.1207, 2.1463, 5.5225)
H (-6.1444, 2.8925, -0.0785)
F (-3.1526, 3.2980, 0.5312)
H (8.0761, 4.5987, -0.3472)
C (-1.0015, 3.4879, -2.0560)
H (-7.4561, 2.9659, 1.9786)
N (-5.8969, 3.6462, 0.5571)
B (2.0924, -1.0428, 5.2237)
C (5.2358, -1.8140, 0.4087)
H (0.3859, -2.6091, 1.8561)
H (7.6488, 4.7355, -4.0469)
O (8.0253, -2.4489, -0.5789)
H (-1.9757, 1.6724, -3.9393)
H (-5.9273, 5.7242, 0.4535)
O (-0.3377, -3.5119, 3.7156)
H (-2.7075, 5.8603, -4.9250)
H (-0.6908, -11.0475, -1.8324)
H (-4.2085, -0.3788, 6.9001)
H (1.6035, 2.9197, 0.0887)
H (5.1991, -2.0978, 1.4606)
O (2.6495, 3.6404, 1.7020)
C (-4.3596, 0.1968, 1.9298)
O (4.0955, -0.3888, -1.0665)

Stability ranking, top entry: B; the second entry is 196.9 kcal/mol less favorable.

A | The following is a quantum chemistry calculation of a cluster of 4 separate species, C2H13N2O3 in total, from the OMol25 dataset.

Output
- Net charge: +1
- LUMO: -3.27 eV
- Kohn-Sham gap: 11.431 eV
- HOMO level: -14.7014 eV

Cartesian coordinates (Å):
H (-1.4024, 0.5852, 2.7708)
H (-0.7741, -3.5658, -1.2239)
O (-1.4153, -1.1019, -0.0568)
H (-0.0697, 1.1371, -0.4003)
H (-1.3094, 2.4191, 2.4089)
H (0.7001, -3.8191, -1.6001)
N (1.9693, 0.9893, 0.1989)
C (0.6525, 1.1401, 0.4874)
H (-0.6734, -1.5878, 0.3188)
H (0.8244, 0.8469, 2.5041)
O (0.0267, 0.6902, -2.4126)
O (0.0951, -3.1532, -1.2457)
H (-1.8278, 1.1932, 1.2185)
H (2.2165, 0.2351, -0.5720)
H (-0.0941, 1.2893, -3.1417)
N (0.2566, 1.0980, 1.7089)
H (2.6864, 1.1839, 0.9078)
H (-0.2026, -0.1568, -2.8008)
H (-2.2066, -1.3006, 0.4318)
C (-1.1440, 1.3922, 2.0800)

B | The following is a quantum chemistry calculation of a cluster of 4 separate species, C2H13N2O3 in total, from the OMol25 dataset.

Output
- Net charge: +1
- LUMO: -2.82 eV
- Kohn-Sham gap: 9.382 eV
- HOMO level: -12.2008 eV

Cartesian coordinates (Å):
N (0.5178, 0.1867, -0.3623)
C (-0.6960, -1.9190, -0.1670)
H (0.3415, 0.3572, -1.3479)
O (-2.5064, 1.1391, -0.4243)
H (-1.6884, -3.7765, -0.2907)
H (1.4464, 0.4819, -0.0558)
H (3.4585, 0.9981, 1.7231)
H (-0.1101, 0.7093, 0.2329)
H (-1.5719, -1.3480, -0.4722)
H (0.8061, 3.5145, -1.1652)
H (2.2442, 1.1492, 2.7114)
N (-0.8294, -3.2575, -0.3011)
H (-2.6760, 1.1321, 0.5177)
H (-3.0347, 1.7135, -0.9795)
H (-0.3066, 3.1443, -0.2714)
O (2.5055, 0.8946, 1.8231)
H (1.4098, -1.8122, -0.1712)
H (-0.0380, -3.8371, -0.0567)
O (0.4702, 2.7418, -0.6907)
C (0.4786, -1.2696, -0.1352)

Stability ranking, top entry: A; the second entry is 4.3 kcal/mol less favorable.